w:
# C5H16N2O

A 2-piece molecular cluster, C5H16N2O overall (wB97M-V/def2-TZVPD, the Open Molecules 2025 dataset).

Properties
* E_LUMO: 0.9 eV
* SMILES: CC[C@H](C)NCN.O
* frontier orbital gap: 10.064 eV
* molecular weight: 120.2 g mol⁻¹

```
! RIJCOSX wB97M-V def2-TZVPD def2/J DEFGRID3
* xyz 0 1
C -1.345 0.761 2.077
C -0.562 -0.470 1.573
C -0.652 -0.568 0.040
C -0.927 -2.024 -0.397
N 0.604 0.001 -0.557
C 0.822 -0.460 -1.935
N 1.792 0.357 -2.670
H -0.744 1.651 2.227
H -2.212 0.906 1.431
H -1.893 0.549 2.998
H 0.475 -0.498 1.910
H -0.958 -1.407 1.980
H -1.470 0.047 -0.316
H -0.193 -2.725 0.002
H -1.915 -2.235 0.038
H -1.066 -2.243 -1.449
H 1.354 -0.206 0.084
H 1.245 -1.471 -1.985
H -0.098 -0.292 -2.480
H 2.584 0.606 -2.091
H 1.385 1.212 -3.018
O 1.464 3.170 0.639
H 1.019 2.363 0.338
H 1.289 2.975 1.561
*
```

Atom charges from the Löwdin analysis, given in e for atoms 1 to 5:
1. C -0.086
2. C -0.209
3. C -0.400
4. C -0.078
5. N -0.038



x:
# C5H16N2O

A 2-piece molecular cluster, C5H16N2O overall (wB97M-V/def2-TZVPD, the Open Molecules 2025 dataset).

Properties
* E_LUMO: 0.7 eV
* SMILES: CNCC[C@H](C)N.O
* frontier orbital gap: 9.162 eV
* molecular weight: 120.2 g mol⁻¹

```
! RIJCOSX wB97M-V def2-TZVPD def2/J DEFGRID3
* xyz 0 1
C 0.467 -1.568 2.487
N -0.014 -0.157 2.584
C -0.904 0.480 1.518
C -0.554 0.442 0.016
C -1.793 0.888 -0.822
C -2.318 -0.156 -1.909
N -1.419 2.134 -1.456
H 1.533 -1.583 2.328
H 0.319 -2.029 3.473
H 0.040 -2.085 1.756
H 0.818 0.474 2.679
H -1.054 1.536 1.993
H -1.864 -0.184 1.734
H -0.238 -0.519 -0.318
H 0.197 1.183 -0.046
H -2.691 1.126 -0.256
H -1.596 -0.871 -2.110
H -2.707 0.456 -2.767
H -3.203 -0.698 -1.657
H -0.682 2.040 -2.240
H -2.177 2.754 -1.798
O 6.890 -1.135 -1.939
H 7.008 -1.483 -1.108
H 5.941 -1.042 -2.144
*
```

Atom charges from the Löwdin analysis, given in e for atoms 1 to 5:
1. C -0.118
2. N -0.153
3. C -0.232
4. C -0.162
5. C -0.434



The relative energies come out as w 0.0; x 34.2, with values in kcal/mol.



w:
# C5H16N2O

C5H16N2O as an isolated structure (wB97M-V/def2-TZVPD, the Open Molecules 2025 dataset).

Properties
* E_LUMO: -0.9 eV
* frontier orbital gap: 6.797 eV
* molecular weight: 120.2 g mol⁻¹

```
! RIJCOSX wB97M-V def2-TZVPD def2/J DEFGRID3
* xyz 0 1
N 1.837 -0.946 1.239
C 1.048 -0.070 2.059
C -0.470 -0.319 2.056
N -1.102 -0.325 0.709
C -0.702 0.635 -0.162
C -1.276 0.516 -1.542
C -0.674 1.527 -2.507
H 2.085 -1.832 1.758
H 1.387 -1.318 0.297
H 1.205 0.984 1.768
H 1.404 -0.134 3.087
H -0.950 0.445 2.645
H -0.683 -1.266 2.527
H -0.796 -1.170 0.212
H -0.810 1.638 0.268
H 0.572 0.395 -0.216
H -1.067 -0.490 -1.893
H -2.342 0.676 -1.459
H -1.147 1.465 -3.490
H -0.789 2.548 -2.144
H 0.393 1.374 -2.612
H 1.203 0.329 -0.647
H 0.932 -2.784 -1.065
O 0.743 -1.878 -0.888
*
```

Atom charges from the Löwdin analysis, given in e for atoms 1 to 5:
1. N -0.059
2. C -0.330
3. C -0.158
4. N 0.026
5. C -0.223



x:
# C5H16N2O

A 2-piece molecular cluster, C5H16N2O overall (wB97M-V/def2-TZVPD, the Open Molecules 2025 dataset).

Properties
* E_LUMO: 0.7 eV
* SMILES: CCN(C)CCN.O
* frontier orbital gap: 8.941 eV
* molecular weight: 120.2 g mol⁻¹

```
! RIJCOSX wB97M-V def2-TZVPD def2/J DEFGRID3
* xyz 0 1
C -1.225 1.776 0.769
C 0.104 1.738 -0.008
N 1.107 0.758 0.628
C 0.815 0.607 2.071
C 1.229 -0.470 -0.167
C 0.167 -1.631 -0.086
N 0.258 -2.588 -1.171
H -1.692 0.797 0.943
H -2.012 2.218 0.159
H -1.027 2.283 1.688
H 0.049 1.427 -1.039
H 0.615 2.703 0.017
H 0.694 1.522 2.593
H 0.193 -0.286 2.250
H 1.795 0.369 2.546
H 2.115 -1.085 0.052
H 1.375 0.070 -1.180
H -0.884 -1.282 0.130
H 0.301 -2.238 0.814
H 1.228 -2.924 -1.182
H 0.121 -2.155 -2.067
O -2.178 -0.421 -2.640
H -1.430 -0.410 -3.255
H -1.718 -0.778 -1.864
*
```

Atom charges from the Löwdin analysis, given in e for atoms 1 to 5:
1. C -0.098
2. C -0.202
3. N -0.222
4. C -0.115
5. C -0.206



y:
# C5H16N2O

A 2-piece molecular cluster, C5H16N2O overall (wB97M-V/def2-TZVPD, the Open Molecules 2025 dataset).

Properties
* E_LUMO: 0.9 eV
* SMILES: C[C@H](N)CN(C)C.O
* frontier orbital gap: 9.778 eV
* molecular weight: 120.2 g mol⁻¹

```
! RIJCOSX wB97M-V def2-TZVPD def2/J DEFGRID3
* xyz 0 1
C -0.211 -0.065 2.070
C -0.853 0.316 0.715
N -2.170 -0.352 0.677
C -0.029 -0.188 -0.458
N 0.996 0.762 -0.906
C 0.433 2.037 -1.359
C 1.677 0.163 -2.057
H -0.200 0.811 2.721
H -0.659 -0.937 2.538
H 0.820 -0.329 1.895
H -0.988 1.395 0.671
H -2.633 -0.262 1.577
H -2.792 0.136 0.036
H 0.472 -1.123 -0.318
H -0.756 -0.367 -1.277
H -0.040 2.607 -0.564
H -0.323 1.834 -2.134
H 1.256 2.596 -1.798
H 1.849 -0.910 -1.941
H 1.166 0.235 -3.026
H 2.645 0.634 -2.079
O -0.100 -3.335 1.735
H 0.827 -3.158 1.929
H -0.388 -2.499 1.352
*
```

Atom charges from the Löwdin analysis, given in e for atoms 1 to 5:
1. C -0.056
2. C -0.422
3. N 0.026
4. C -0.211
5. N -0.251



The relative energies come out as w 97.0; x 25.6; y 0.0, with values in kcal/mol.



w:
# C5H16N2O

A 2-piece molecular cluster, C5H16N2O overall (wB97M-V/def2-TZVPD, the Open Molecules 2025 dataset).

Properties
* E_LUMO: 0.7 eV
* SMILES: CCN(C)CCN.O
* frontier orbital gap: 8.902 eV
* molecular weight: 120.2 g mol⁻¹

```
! RIJCOSX wB97M-V def2-TZVPD def2/J DEFGRID3
* xyz 0 1
C -0.817 1.886 0.652
C 0.729 1.685 1.031
N 1.267 0.324 0.977
C 1.222 -0.383 2.298
C 0.833 -0.305 -0.277
C -0.209 -1.384 -0.148
N -0.310 -2.465 -1.129
H -0.920 1.818 -0.418
H -1.073 2.914 0.844
H -1.287 1.069 1.217
H 1.277 2.360 0.306
H 0.909 2.071 2.049
H 1.950 0.004 3.010
H 0.202 -0.341 2.686
H 1.552 -1.448 2.085
H 1.752 -0.628 -0.803
H 0.603 0.492 -0.982
H -1.274 -0.750 -0.063
H -0.494 -1.893 0.857
H 0.381 -3.296 -0.955
H -0.065 -2.057 -2.053
O -2.164 0.507 -2.857
H -1.702 1.313 -3.106
H -1.748 0.315 -2.096
*
```

Atom charges from the Löwdin analysis, given in e for atoms 1 to 5:
1. C -0.074
2. C -0.252
3. N -0.231
4. C -0.082
5. C -0.244



x:
# C5H16N2O

A 2-piece molecular cluster, C5H16N2O overall (wB97M-V/def2-TZVPD, the Open Molecules 2025 dataset).

Properties
* E_LUMO: 1.0 eV
* SMILES: CC[C@@H](N)CNC.O
* frontier orbital gap: 9.974 eV
* molecular weight: 120.2 g mol⁻¹

```
! RIJCOSX wB97M-V def2-TZVPD def2/J DEFGRID3
* xyz 0 1
C 0.828 2.245 -0.295
C 1.237 1.311 0.857
C 1.044 -0.195 0.616
N 1.084 -0.804 1.945
C -0.324 -0.606 -0.028
N -0.297 -1.409 -1.251
C -0.894 -0.716 -2.389
H 1.710 2.531 -0.853
H 0.039 1.866 -0.936
H 0.478 3.196 0.135
H 2.247 1.654 1.140
H 0.697 1.709 1.719
H 1.878 -0.596 -0.007
H 1.782 -0.425 2.562
H 1.113 -1.819 2.025
H -0.833 -1.273 0.689
H -0.875 0.307 -0.069
H 0.644 -1.681 -1.500
H -1.782 -0.123 -2.110
H -0.250 -0.110 -3.100
H -1.278 -1.455 -3.085
O -3.115 -1.089 1.252
H -2.380 -1.106 0.601
H -2.753 -1.412 2.080
*
```

Atom charges from the Löwdin analysis, given in e for atoms 1 to 5:
1. C -0.100
2. C -0.224
3. C -0.362
4. N 0.008
5. C -0.215



The relative energies come out as w 26.9; x 0.0, with values in kcal/mol.



w:
# H2N3O3P

A 2-piece molecular cluster, H2N3O3P overall (wB97M-V/def2-TZVPD, the Open Molecules 2025 dataset).

Properties
* E_LUMO (spin up / spin down): 7.5 / 7.6 eV
* frontier orbital gap (spin up / spin down): 5.127 / 6.123 eV
* molecular weight: 123.0 g mol⁻¹

```
! RIJCOSX wB97M-V def2-TZVPD def2/J DEFGRID3
* xyz -2 1
N 0.321 1.678 -0.061
N -0.717 2.133 0.150
N 0.976 0.646 -0.326
O -3.866 0.506 -1.086
O -2.139 -1.302 -0.291
O -3.942 -0.177 1.380
P -3.067 0.185 0.174
H -1.499 -0.893 -0.888
H 2.046 0.990 -0.299
*
```

Atom charges from the Löwdin analysis, given in e for atoms 1 to 5:
1. N -0.522
2. N -0.028
3. N -0.134
4. O -0.579
5. O -0.403



x:
# H2N3O3P

An isolated ion of composition H2N3O3P and charge -2 (wB97M-V/def2-TZVPD, the Open Molecules 2025 dataset).

Properties
* E_LUMO (spin up / spin down): 7.6 / 7.6 eV
* SMILES: [H]/N=N/N=P([O-])([O-])O
* frontier orbital gap (spin up / spin down): 6.574 / 6.574 eV
* molecular weight: 123.0 g mol⁻¹

```
! RIJCOSX wB97M-V def2-TZVPD def2/J DEFGRID3
* xyz -2 1
H -0.842 -1.622 1.885
N -0.723 -1.032 1.051
N 0.162 -1.669 0.383
N 0.875 -0.901 -0.885
P 0.359 0.722 -0.981
O -1.083 0.858 -1.458
O 1.480 1.512 -1.638
O 0.317 1.268 0.662
H -0.546 0.864 0.982
*
```

Atom charges from the Löwdin analysis, given in e for atoms 1 to 5:
1. H -0.021
2. N -0.158
3. N -0.227
4. N -0.265
5. P 0.075



The relative energies come out as w 26.9; x 0.0, with values in kcal/mol.



w:
# C4H8N4O

C4H8N4O as an isolated structure (wB97M-V/def2-TZVPD, the Open Molecules 2025 dataset).

Properties
* E_LUMO (spin up / spin down): 0.5 / 0.5 eV
* frontier orbital gap (spin up / spin down): 7.257 / 7.260 eV
* molecular weight: 128.1 g mol⁻¹

```
! RIJCOSX wB97M-V def2-TZVPD def2/J DEFGRID3
* xyz 0 1
C -0.819 -0.680 0.837
C 0.508 0.436 0.028
C 0.924 -0.934 -0.103
N 0.134 2.279 -1.283
N -1.806 -1.091 0.011
N 1.186 1.234 0.980
C 0.947 -2.157 -0.565
N -0.225 0.996 -0.944
O -0.791 -0.648 2.034
H -0.663 2.805 -1.611
H 0.674 2.773 -0.578
H -1.781 -0.690 -0.919
H -2.705 -1.249 0.443
H 1.891 0.706 1.475
H 0.545 1.637 1.656
H 1.887 -2.581 -0.914
H 0.093 -2.835 -0.547
*
```

Atom charges from the Löwdin analysis, given in e for atoms 1 to 5:
1. C -0.446
2. C -0.532
3. C -0.012
4. N -0.015
5. N 0.157



x:
# C4H8N4O

C4H8N4O in the gas phase (wB97M-V/def2-TZVPD, the Open Molecules 2025 dataset).

Properties
* E_LUMO: 0.3 eV
* SMILES: CC(=C=N)N(N)C(N)=O
* frontier orbital gap: 8.004 eV
* molecular weight: 128.1 g mol⁻¹

```
! RIJCOSX wB97M-V def2-TZVPD def2/J DEFGRID3
* xyz 0 1
C -2.081 0.917 -0.623
C -0.871 0.200 -0.112
C -0.877 -0.951 0.530
N -1.124 -2.112 0.765
N 0.407 0.757 -0.315
N 0.647 1.911 0.377
C 1.566 -0.411 0.186
N 1.712 -1.547 -0.536
O 2.470 0.036 0.875
H -2.687 0.236 -1.228
H -1.809 1.765 -1.260
H -2.708 1.302 0.187
H -0.608 -2.463 1.576
H 0.826 1.733 1.371
H 1.476 2.364 -0.003
H 1.025 -1.776 -1.239
H 2.634 -1.963 -0.552
*
```

Atom charges from the Löwdin analysis, given in e for atoms 1 to 5:
1. C -0.038
2. C -0.340
3. C -0.182
4. N 0.153
5. N -0.111



The relative energies come out as w 32.5; x 0.0, with values in kcal/mol.